1.
{"formula": "C28H30Cl2N4O3S2Sr", "method": "the ωB97M-V functional and the def2-TZVPD basis", "largest_force_ha_per_bohr": 0.067, "charge": -2, "total_energy_ha": -3277.3395, "homo_energy_ev": 0.28, "multiplicity": 1, "e_lumo_ha": 0.148, "de_lowest_ev": 0.0000, "elements": ["Sr", "O", "C", "C", "C", "C", "C", "C", "C", "N", "C", "C", "N", "H", "H", "H", "H", "H", "H", "H", "S", "C", "C", "C", "C", "C", "C", "S", "H", "H", "H", "H", "Cl", "C", "C", "C", "Cl", "C", "O", "C", "C", "O", "C", "H", "H", "H", "C", "N", "C", "C", "C", "N", "C", "C", "H", "H", "H", "H", "H", "H", "H", "H", "H", "H", "H", "H", "H", "H", "H", "H"], "positions_angstrom": [[-18.940, 4.926, -3.157], [-17.220, 3.249, -3.681], [-16.903, 2.152, -4.249], [-15.586, 2.018, -4.827], [-15.014, 0.803, -5.120], [-15.833, -0.346, -4.973], [-17.185, -0.243, -4.636], [-17.782, 1.012, -4.305], [-19.188, 1.103, -3.912], [-19.894, 2.255, -3.644], [-21.140, 1.864, -3.207], [-21.212, 0.485, -3.202], [-20.002, -0.001, -3.651], [-14.968, 2.913, -4.885], [-14.004, 0.630, -5.497], [-15.459, -1.336, -5.180], [-17.789, -1.149, -4.619], [-21.926, 2.597, -2.921], [-21.991, -0.242, -2.985], [-19.721, -0.986, -3.761], [-21.203, 5.044, -5.621], [-22.813, 4.625, -5.297], [-23.716, 4.261, -6.368], [-25.010, 3.827, -6.166], [-25.529, 3.818, -4.857], [-24.717, 4.166, -3.751], [-23.364, 4.578, -3.944], [-22.406, 5.058, -2.606], [-23.238, 4.307, -7.350], [-25.594, 3.485, -7.009], [-26.551, 3.501, -4.661], [-25.116, 4.130, -2.734], [-19.183, 12.805, -4.140], [-19.368, 11.148, -3.793], [-20.202, 10.807, -2.701], [-20.363, 9.512, -2.313], [-21.416, 9.183, -0.997], [-19.618, 8.429, -2.957], [-19.703, 7.254, -2.549], [-18.789, 8.786, -4.129], [-18.166, 7.797, -4.883], [-18.186, 6.577, -4.788], [-18.708, 10.147, -4.515], [-20.720, 11.565, -2.131], [-17.546, 8.209, -5.696], [-18.066, 10.390, -5.347], [-20.153, 4.173, 0.334], [-18.860, 4.102, -0.381], [-18.302, 2.787, -0.099], [-18.004, 5.194, 0.104], [-16.587, 5.179, -0.485], [-16.450, 6.128, -1.609], [-15.111, 6.036, -2.194], [-16.590, 7.490, -1.084], [-20.052, 4.052, 1.444], [-20.803, 3.373, -0.082], [-20.617, 5.141, 0.126], [-17.933, 2.694, 0.959], [-17.473, 2.553, -0.799], [-19.084, 2.020, -0.315], [-17.935, 5.250, 1.235], [-18.494, 6.134, -0.169], [-16.406, 4.173, -0.934], [-15.796, 5.292, 0.297], [-14.354, 6.217, -1.417], [-14.973, 6.833, -2.945], [-14.976, 5.050, -2.641], [-15.989, 7.583, -0.164], [-17.639, 7.690, -0.897], [-16.170, 8.183, -1.819]]}

=====

2.
{"formula": "C24H30Cl27N2O5", "method": "the ωB97M-V functional and the def2-TZVPD basis", "largest_force_ha_per_bohr": 0.060, "charge": 1, "total_energy_ha": -13843.0758, "homo_energy_ev": -12.27, "multiplicity": 1, "e_lumo_ha": -0.138, "elements": ["C", "C", "N", "C", "C", "C", "C", "N", "C", "C", "O", "C", "C", "O", "C", "C", "C", "O", "O", "C", "C", "O", "H", "H", "H", "H", "H", "H", "H", "H", "H", "H", "H", "H", "H", "H", "H", "H", "H", "H", "H", "H", "H", "C", "Cl", "Cl", "Cl", "H", "C", "Cl", "Cl", "Cl", "H", "C", "Cl", "Cl", "Cl", "H", "C", "Cl", "Cl", "Cl", "H", "C", "Cl", "Cl", "Cl", "H", "C", "Cl", "Cl", "Cl", "H", "C", "Cl", "Cl", "Cl", "H", "C", "Cl", "Cl", "Cl", "H", "C", "Cl", "Cl", "Cl", "H"], "positions_angstrom": [[-3.723, 0.796, -0.473], [-3.525, 0.097, -1.871], [-2.413, -0.894, -1.925], [-2.277, -1.654, -0.707], [-3.432, -2.432, -0.197], [-3.229, -3.189, 1.036], [-1.916, -3.124, 1.695], [-0.852, -2.415, 1.216], [0.494, -2.342, 1.835], [0.669, -3.228, 3.118], [-0.163, -2.676, 4.166], [0.536, -1.722, 4.934], [0.168, -0.199, 4.970], [1.441, -2.117, 5.622], [-1.032, -1.688, 0.032], [0.172, -0.884, -0.589], [0.449, 0.456, 0.145], [1.391, 0.629, 0.867], [-0.402, 1.576, -0.048], [-0.848, 2.090, 1.180], [-1.122, 3.628, 1.220], [-1.050, 1.389, 2.135], [-4.387, 0.159, 0.182], [-2.744, 0.908, 0.054], [-4.223, 1.789, -0.610], [-4.520, -0.305, -2.212], [-3.261, 0.912, -2.607], [-2.641, -1.568, -2.669], [-4.440, -2.469, -0.681], [-4.032, -3.809, 1.500], [-1.817, -3.718, 2.632], [1.305, -2.655, 1.107], [0.665, -1.276, 2.148], [0.304, -4.287, 2.981], [1.750, -3.286, 3.401], [-0.870, 0.013, 4.611], [0.211, 0.092, 6.053], [0.915, 0.435, 4.435], [-0.059, -0.624, -1.665], [1.067, -1.559, -0.643], [-1.594, 3.893, 0.232], [-0.194, 4.243, 1.309], [-1.864, 3.806, 2.033], [-0.205, -3.494, -4.109], [-1.759, -2.743, -4.512], [1.127, -2.410, -4.506], [-0.152, -3.933, -2.395], [-0.105, -4.405, -4.701], [1.242, 1.370, -5.536], [2.837, 0.686, -5.185], [0.938, 1.378, -7.275], [-0.021, 0.468, -4.688], [1.227, 2.397, -5.178], [4.565, -1.790, 0.619], [3.794, -1.188, -0.853], [3.588, -3.074, 1.357], [6.191, -2.375, 0.270], [4.640, -0.970, 1.326], [-7.369, -3.458, -1.068], [-8.955, -3.311, -0.316], [-6.577, -1.874, -1.165], [-6.359, -4.605, -0.177], [-7.502, -3.833, -2.078], [1.361, 4.964, -2.954], [2.254, 3.651, -3.740], [2.073, 6.528, -3.348], [-0.343, 4.920, -3.425], [1.423, 4.821, -1.880], [2.935, 2.785, 4.713], [2.154, 2.715, 3.129], [3.575, 4.402, 5.022], [1.804, 2.310, 5.986], [3.764, 2.084, 4.714], [0.019, -7.805, -4.124], [1.474, -8.035, -5.095], [0.439, -7.497, -2.436], [-0.962, -6.481, -4.779], [-0.570, -8.716, -4.168], [5.313, 6.505, -5.685], [5.579, 6.856, -3.973], [4.267, 5.091, -5.879], [4.621, 7.906, -6.507], [6.273, 6.282, -6.139], [2.512, 6.120, 8.096], [0.941, 6.824, 7.696], [3.820, 7.230, 7.664], [2.589, 5.705, 9.812], [2.634, 5.209, 7.519]]}

=====

3.
{"formula": "CHCl2F2P", "method": "the ωB97M-V functional and the def2-TZVPD basis", "largest_force_ha_per_bohr": 0.074, "total_energy_ha": -1500.1110, "homo_energy_ev": [-11.33, -11.33], "multiplicity": 1, "e_lumo_ha": [-0.085, -0.085], "de_lowest_ev": 3.4131, "elements": ["C", "F", "F", "P", "Cl", "Cl", "H"], "positions_angstrom": [[0.704, -0.068, -0.106], [-2.207, 1.398, -0.433], [-1.241, -0.619, 1.398], [-1.019, -0.698, -0.143], [1.216, 0.180, -1.786], [1.832, -1.235, 0.738], [0.716, 1.041, 0.332]]}

=====

4.
{"formula": "C3H7N2O", "method": "the ωB97M-V functional and the def2-TZVPD basis", "largest_force_ha_per_bohr": 0.024, "charge": 2, "s_squared": 0.754, "total_energy_ha": -302.5035, "homo_energy_ev": [-17.28, -16.73], "multiplicity": 2, "e_lumo_ha": [-0.262, -0.548], "de_lowest_ev": 0.2470, "elements": ["C", "C", "N", "C", "N", "H", "H", "H", "H", "H", "H", "H", "O"], "positions_angstrom": [[-1.240, -0.223, 0.054], [-0.248, -0.068, 0.981], [-0.631, -0.736, 2.104], [-1.819, -1.306, 1.895], [-2.187, -1.013, 0.657], [-1.461, 0.294, -0.865], [0.697, 0.440, 0.926], [-0.226, -0.771, 3.031], [-2.350, -1.895, 2.617], [-3.053, -1.320, 0.235], [3.955, 2.844, -4.898], [5.157, 1.881, -4.528], [4.494, 2.512, -4.125]]}

=====

5.
{"formula": "C7H11NO", "method": "the ωB97M-V functional and the def2-TZVPD basis", "largest_force_ha_per_bohr": 0.053, "total_energy_ha": -403.2380, "homo_energy_ev": -8.87, "multiplicity": 1, "e_lumo_ha": 0.031, "smiles": "C=C1N(C)[C@]1(C)C(C)=O", "de_lowest_ev": 2.6103, "elements": ["C", "C", "N", "C", "C", "C", "C", "C", "O", "H", "H", "H", "H", "H", "H", "H", "H", "H", "H", "H"], "positions_angstrom": [[-0.309, -1.058, -1.903], [0.004, -0.666, -0.688], [0.531, -1.032, 0.478], [1.950, -1.300, 0.623], [0.056, 0.421, 0.228], [1.073, 1.506, 0.007], [-1.194, 0.762, 0.987], [-2.520, 0.365, 0.397], [-1.116, 1.396, 2.037], [-0.743, -0.374, -2.622], [-0.146, -2.086, -2.207], [2.534, -1.017, -0.261], [2.350, -0.771, 1.494], [2.097, -2.372, 0.787], [1.528, 1.798, 0.960], [0.590, 2.392, -0.420], [1.877, 1.212, -0.676], [-2.604, 0.743, -0.626], [-2.631, -0.722, 0.415], [-3.327, 0.804, 0.990]]}

=====

6.
{"formula": "C5H10NS", "method": "the ωB97M-V functional and the def2-TZVPD basis", "largest_force_ha_per_bohr": 0.092, "charge": 1, "total_energy_ha": -649.1645, "homo_energy_ev": -14.47, "multiplicity": 1, "e_lumo_ha": -0.169, "de_lowest_ev": 1.6557, "elements": ["C", "C", "C", "C", "C", "N", "S", "H", "H", "H", "H", "H", "H", "H", "H", "H", "H"], "positions_angstrom": [[1.583, -1.145, 0.765], [-0.650, 1.283, -0.790], [-1.487, 0.499, 0.249], [0.753, 0.629, -0.799], [-0.814, -0.882, 0.178], [0.586, -0.606, 0.066], [1.310, -2.416, 1.866], [2.530, -0.708, 0.871], [-1.200, 1.106, -1.765], [-0.522, 2.406, -0.590], [-1.277, 0.943, 1.233], [-2.504, 0.443, 0.130], [1.238, 0.331, -1.687], [1.463, 1.343, -0.453], [-0.963, -1.506, 1.011], [-1.200, -1.110, -0.801], [2.710, -2.599, 2.242]]}